{
  "formula": "C2H4N2S4",
  "method": "ωB97M-V with the def2-TZVPD basis set",
  "smiles": "S=C(NS)C(=S)NS",
  "e_lumo_ev": -0.829,
  "relative_energy_kj_mol": 108.12,
  "energy_ev": -48458.074,
  "orbital_gap_ev": 8.05,
  "elements": ["S", "C", "N", "S", "C", "S", "N", "S", "H", "H", "H", "H"],
  "coordinates": [[1.345, 1.839, -0.047], [0.777, 0.270, -0.094], [1.570, -0.703, -0.234], [3.343, -0.682, -0.393], [-0.722, -0.306, -0.055], [-1.033, -1.951, -0.004], [-1.627, 0.734, -0.026], [-3.239, 0.398, -0.465], [1.215, -1.661, 0.125], [3.303, 0.524, 0.495], [-1.252, 1.787, 0.039], [-3.679, -0.250, 0.658]],
  "mulliken_charge": [-0.4712, 0.2586, -0.2185, -0.0908, 0.4268, -0.3558, -0.2553, -0.1209, 0.2545, 0.1463, 0.2742, 0.1520]
}

***

{
  "formula": "C13H25BBr2FN4O4S",
  "method": "ωB97M-V with the def2-TZVPD basis set",
  "e_lumo_ev": -3.081,
  "relative_energy_kj_mol": 0.00,
  "energy_ev": -182345.046,
  "orbital_gap_ev": 9.72,
  "total_charge": 1,
  "elements": ["C", "C", "B", "O", "N", "N", "C", "C", "S", "O", "O", "N", "N", "C", "C", "C", "O", "C", "C", "C", "C", "F", "H", "H", "H", "H", "H", "H", "H", "H", "H", "H", "H", "H", "H", "H", "H", "H", "H", "H", "H", "H", "H", "Br", "C", "C", "Br", "H", "H", "H", "H"],
  "coordinates": [[2.793, 0.695, 1.313], [3.479, 0.043, 0.093], [2.606, -0.841, -0.844], [3.121, -1.701, -1.754], [1.079, -0.811, -0.816], [0.450, -2.005, -0.584], [-0.805, -1.730, -0.615], [-1.921, -2.688, -0.453], [-2.501, -3.174, -2.105], [-1.617, -2.533, -3.043], [-2.682, -4.588, -2.118], [-0.997, -0.390, -0.854], [-2.273, 0.175, -0.928], [-2.512, 0.927, -2.174], [-2.682, 0.853, 0.282], [-1.727, 0.861, 1.444], [-3.786, 1.336, 0.293], [0.214, 0.167, -0.997], [0.569, 1.571, -1.327], [0.842, 1.731, -2.849], [0.136, 2.946, -3.456], [-0.067, 3.924, -2.496], [1.915, 0.134, 1.636], [2.466, 1.709, 1.083], [3.470, 0.774, 2.161], [3.939, 0.804, -0.548], [4.303, -0.588, 0.437], [3.563, -2.477, -1.394], [-1.544, -3.592, 0.021], [-2.756, -2.278, 0.113], [-3.699, -2.552, -2.193], [-2.064, 1.919, -2.158], [-3.588, 1.040, -2.274], [-2.168, 0.318, -3.008], [-0.897, 1.538, 1.242], [-2.278, 1.140, 2.335], [-1.326, -0.144, 1.602], [1.485, 1.785, -0.780], [-0.215, 2.239, -0.981], [1.913, 1.770, -3.037], [0.462, 0.853, -3.376], [0.731, 3.382, -4.258], [-0.822, 2.663, -3.892], [1.084, 1.524, 4.908], [0.485, -0.145, 5.706], [0.918, -1.329, 4.887], [-0.160, -1.480, 3.266], [-0.594, -0.077, 5.802], [0.936, -0.186, 6.695], [0.770, -2.259, 5.431], [1.950, -1.256, 4.562]],
  "mulliken_charge": [-0.7099, -0.4281, 0.1446, -0.4562, 0.9215, -0.9470, 0.3186, -1.1902, 0.9328, -0.5405, -0.5936, 1.4279, -0.9593, -1.1396, 0.4811, -0.3051, -0.5624, 0.4144, -1.0913, -0.7152, -0.6021, -0.3051, 0.0000, 0.3238, 0.3923, 0.3086, 0.4611, 0.3395, 0.5084, 0.4184, 0.1683, 0.3099, 0.4787, 0.4318, 0.2743, 0.4154, -0.4259, 0.3353, 0.5534, 0.5073, 0.3381, 0.3475, 0.3230, -0.1397, -0.6116, -0.6218, -0.0515, 0.3794, 0.3832, 0.3748, 0.3825]
}

***

{
  "formula": "C4H11N4",
  "method": "ωB97M-V with the def2-TZVPD basis set",
  "smiles": "[H]/N=N/NC(=[NH2+])C(C)C",
  "e_lumo_ev": -4.374,
  "relative_energy_kj_mol": 275.30,
  "energy_ev": -10278.336,
  "orbital_gap_ev": 10.10,
  "total_charge": 1,
  "elements": ["H", "N", "N", "N", "C", "N", "C", "C", "C", "H", "H", "H", "H", "H", "H", "H", "H", "H", "H"],
  "coordinates": [[-4.133, -1.583, 1.789], [-3.102, -1.410, 1.620], [-2.729, -0.434, 0.991], [-1.429, -0.573, 0.631], [-0.868, 0.356, -0.119], [-1.637, 1.282, -0.596], [0.585, 0.212, -0.526], [1.124, -1.172, -0.528], [1.552, 1.089, 0.319], [-0.856, -1.230, 1.152], [-1.405, 2.161, -1.142], [-2.561, 1.310, -0.156], [0.621, 0.653, -1.565], [1.348, -1.423, 0.485], [2.107, -1.434, -1.160], [0.415, -1.947, -0.762], [1.321, 0.783, 1.371], [1.579, 2.161, 0.015], [2.519, 0.691, 0.150]],
  "mulliken_charge": [0.3046, -0.6940, -0.1449, 0.1562, 0.4907, -0.3273, 0.5254, -1.7506, -1.1997, 0.4147, 0.2893, 0.2891, 0.3038, 0.4933, 0.3071, 0.4845, 0.3548, 0.3120, 0.3910]
}

***

{
  "formula": "C3H8N2O2",
  "method": "ωB97M-V with the def2-TZVPD basis set",
  "smiles": "C=CC(N)=O.NO",
  "e_lumo_ev": 0.415,
  "relative_energy_kj_mol": 288.08,
  "energy_ev": -10313.967,
  "orbital_gap_ev": 10.06,
  "elements": ["C", "C", "C", "N", "O", "H", "H", "H", "H", "H", "N", "O", "H", "H", "H"],
  "coordinates": [[-1.929, -0.853, -1.307], [-1.403, -0.369, -0.176], [-0.354, 0.667, -0.238], [-0.432, 1.579, 0.765], [0.529, 0.690, -1.081], [-2.690, -1.626, -1.279], [-1.623, -0.482, -2.281], [-1.708, -0.731, 0.798], [0.201, 2.369, 0.729], [-1.218, 1.631, 1.397], [2.260, -0.901, 1.120], [2.876, -0.388, -0.098], [1.821, -0.070, 1.518], [1.530, -1.518, 0.761], [2.140, 0.004, -0.628]],
  "mulliken_charge": [-0.7030, -0.1678, 0.5930, -0.3695, -0.7138, 0.2711, 0.2453, 0.3318, 0.2706, 0.1966, -0.5306, -0.4012, 0.2865, 0.2647, 0.4263]
}

***

{
  "formula": "C5H11NO",
  "method": "ωB97M-V with the def2-TZVPD basis set",
  "smiles": "NCCCCC=O",
  "e_lumo_ev": 1.039,
  "relative_energy_kj_mol": 125.38,
  "energy_ev": -8900.398,
  "orbital_gap_ev": 10.38,
  "elements": ["N", "C", "C", "C", "C", "C", "O", "H", "H", "H", "H", "H", "H", "H", "H", "H", "H", "H"],
  "coordinates": [[0.617, 0.912, -1.436], [-0.319, 1.561, -0.512], [-0.167, 1.140, 0.952], [0.229, -0.325, 1.115], [-0.608, -1.273, 0.258], [0.185, -2.256, -0.561], [1.370, -2.445, -0.433], [1.468, 0.634, -0.959], [0.864, 1.585, -2.156], [-1.350, 1.345, -0.836], [-0.281, 2.648, -0.578], [-1.112, 1.342, 1.456], [0.552, 1.818, 1.413], [0.163, -0.633, 2.146], [1.292, -0.425, 0.884], [-1.190, -1.938, 0.897], [-1.356, -0.801, -0.381], [-0.357, -2.892, -1.270]],
  "mulliken_charge": [-0.4318, -0.7397, -0.5657, -0.7989, -0.5216, -0.0529, -0.4927, 0.1692, 0.2639, 0.2788, 0.3439, 0.2831, 0.3342, 0.4822, 0.3765, 0.4000, 0.2768, 0.3949]
}

***

{
  "formula": "C4H8O3",
  "method": "ωB97M-V with the def2-TZVPD basis set",
  "smiles": "O=CCCC=O.O",
  "e_lumo_ev": 0.376,
  "relative_energy_kj_mol": 216.08,
  "energy_ev": -10418.764,
  "orbital_gap_ev": 10.35,
  "elements": ["O", "C", "C", "C", "C", "O", "H", "H", "H", "H", "H", "H", "O", "H", "H"],
  "coordinates": [[-0.820, -2.226, -0.077], [-0.744, -1.253, 0.616], [-0.169, 0.081, -0.067], [-0.457, 1.369, 0.727], [-0.253, 2.592, -0.258], [-0.530, 3.708, 0.090], [-0.975, -1.315, 1.705], [0.835, -0.052, -0.399], [-0.783, 0.070, -0.987], [0.333, 1.521, 1.538], [-1.504, 1.349, 1.206], [0.277, 2.404, -1.161], [1.917, -2.495, -0.842], [1.860, -3.171, -1.578], [1.014, -2.583, -0.513]],
  "mulliken_charge": [-0.5436, -0.1030, -0.5982, -0.3532, -0.1143, -0.4467, 0.3721, 0.5107, 0.2779, 0.2600, 0.3044, 0.4094, -0.6428, 0.3226, 0.3447]
}